(1)
The following is a DFT calculation (ωB97M-V/def2-TZVPD) of a cluster of 11 separate species, C98H137N7O22 in total.

Its structure (SMILES) is O=C1c2ccccc2C(=O)c2ccccc21.O=C1c2ccccc2C(=O)c2ccccc21.O=C1c2ccccc2C(=O)c2ccccc21.O=C1c2ccccc2C(=O)c2ccccc21.COCCNCCOC.COCCNCCOC.COCCNCCOC.COCCNCCOC.COCCNCCOC.COCCNCCOC.COCCNCCOC. For the lowest unoccupied orbital energy, the calculation gives -0.0590 Ha.

Element x y z (Å)
1 O 6.287 -8.285 -2.098
2 C 6.431 -7.717 -3.160
3 C 5.874 -6.363 -3.256
4 C 5.356 -5.652 -2.126
5 C 4.950 -4.291 -2.168
6 C 4.888 -3.729 -3.434
7 C 5.368 -4.403 -4.561
8 C 5.691 -5.766 -4.516
9 C 6.165 -6.463 -5.799
10 O 6.029 -5.886 -6.894
11 C 6.904 -7.779 -5.647
12 C 7.391 -8.485 -6.769
13 C 7.957 -9.722 -6.669
14 C 7.856 -10.378 -5.464
15 C 7.458 -9.713 -4.286
16 C 6.994 -8.422 -4.389
17 H 5.265 -6.108 -1.151
18 H 4.504 -3.843 -1.293
19 H 4.612 -2.690 -3.330
20 H 5.442 -3.941 -5.535
21 H 7.504 -7.964 -7.709
22 H 8.214 -10.254 -7.573
23 H 8.329 -11.332 -5.282
24 H 7.574 -10.365 -3.433
25 O 4.310 -0.489 0.897
26 C 5.081 -1.434 1.149
27 C 4.538 -2.794 1.370
28 C 3.183 -2.988 1.206
29 C 2.605 -4.235 1.576
30 C 3.397 -5.312 1.785
31 C 4.753 -5.175 1.951
32 C 5.401 -3.890 1.707
33 C 6.849 -3.872 1.922
34 O 7.605 -4.868 2.078
35 C 7.360 -2.433 1.859
36 C 8.686 -2.120 2.248
37 C 9.232 -0.857 2.368
38 C 8.421 0.219 2.082
39 C 7.097 -0.012 1.724
40 C 6.553 -1.352 1.515
41 H 2.532 -2.154 0.990
42 H 1.544 -4.435 1.561
43 H 2.821 -6.217 1.909
44 H 5.333 -6.045 2.222
45 H 9.294 -2.938 2.604
46 H 10.269 -0.657 2.596
47 H 8.796 1.229 2.152
48 H 6.371 0.787 1.729
49 O 2.617 1.875 2.613
50 C 2.951 1.035 3.360
51 C 2.017 -0.009 3.745
52 C 0.634 0.192 3.641
53 C -0.212 -0.899 3.992
54 C 0.310 -2.100 4.558
55 C 1.661 -2.273 4.708
56 C 2.558 -1.262 4.330
57 C 4.074 -1.401 4.531
58 O 4.620 -2.469 4.735
59 C 4.978 -0.165 4.560
60 C 6.229 -0.124 5.136
61 C 6.862 1.146 5.311
62 C 6.224 2.314 4.796
63 C 5.077 2.224 3.964
64 C 4.357 1.010 3.963
65 H 0.265 1.202 3.541
66 H -1.280 -0.740 3.952
67 H -0.402 -2.851 4.869
68 H 1.919 -3.229 5.137
69 H 6.711 -1.029 5.474
70 H 7.811 1.299 5.803
71 H 6.724 3.264 4.920
72 H 4.626 3.097 3.517
73 O -5.379 1.214 -2.855
74 C -5.320 0.705 -1.756
75 C -6.178 1.124 -0.576
76 C -7.198 2.064 -0.711
77 C -7.776 2.627 0.436
78 C -7.391 2.228 1.676
79 C -6.452 1.189 1.820
80 C -5.904 0.588 0.692
81 C -5.132 -0.730 0.871
82 O -5.062 -1.250 1.988
83 C -4.306 -1.171 -0.322
84 C -3.429 -2.320 -0.183
85 C -2.606 -2.672 -1.167
86 C -2.610 -1.921 -2.406
87 C -3.451 -0.834 -2.564
88 C -4.346 -0.453 -1.528
89 H -7.396 2.452 -1.699
90 H -8.482 3.424 0.251
91 H -7.871 2.649 2.547
92 H -6.354 0.696 2.776
93 H -3.549 -2.740 0.805
94 H -1.938 -3.519 -1.110
95 H -2.023 -2.206 -3.266
96 H -3.676 -0.307 -3.480
97 C -5.231 5.040 8.791
98 O -5.400 6.136 8.031
99 C -4.698 7.379 8.295
100 C -4.969 8.168 6.963
101 N -4.451 7.375 5.830
102 C -5.339 7.320 4.677
103 C -4.847 6.365 3.611
104 O -5.119 5.008 4.006
105 C -4.190 4.436 4.876
106 H -5.384 5.203 9.858
107 H -4.337 4.457 8.568
108 H -6.039 4.383 8.468
109 H -3.647 7.143 8.459
110 H -5.247 7.784 9.145
111 H -4.482 9.142 7.009
112 H -6.039 8.366 6.899
113 H -4.307 6.435 6.171
114 H -5.426 8.267 4.145
115 H -6.388 7.109 4.885
116 H -3.780 6.476 3.417
117 H -5.388 6.512 2.676
118 H -3.185 4.715 4.561
119 H -4.302 3.352 4.910
120 H -4.169 4.756 5.918
121 C 2.542 -5.245 -8.473
122 O 1.719 -5.507 -7.345
123 C 0.326 -5.534 -7.552
124 C -0.335 -6.332 -6.398
125 N -0.305 -5.593 -5.173
126 C -0.725 -6.156 -3.940
127 C 0.474 -7.000 -3.520
128 O 1.397 -6.261 -2.935
129 C 1.948 -6.565 -1.706
130 H 2.380 -5.957 -9.283
131 H 3.576 -5.415 -8.174
132 H 2.413 -4.215 -8.807
133 H 0.182 -6.048 -8.503
134 H 0.022 -4.496 -7.684
135 H 0.160 -7.302 -6.456
136 H -1.336 -6.629 -6.713
137 H 0.685 -5.394 -5.194
138 H -1.702 -6.637 -3.961
139 H -0.984 -5.412 -3.187
140 H 1.010 -7.475 -4.342
141 H 0.066 -7.676 -2.769
142 H 2.512 -7.494 -1.792
143 H 1.233 -6.626 -0.886
144 H 2.610 -5.779 -1.343
145 C -2.944 2.390 2.208
146 O -1.865 2.548 1.340
147 C -1.993 2.127 -0.042
148 C -1.110 0.862 -0.225
149 N 0.322 1.073 0.037
150 C 1.042 -0.207 0.139
151 C 1.136 -0.857 -1.237
152 O 0.269 -2.032 -1.270
153 C 0.951 -3.162 -1.851
154 H -2.667 2.304 3.258
155 H -3.299 1.366 2.090
156 H -3.844 2.960 1.972
157 H -1.881 3.000 -0.686
158 H -3.045 1.861 -0.148
159 H -1.174 0.414 -1.217
160 H -1.644 0.096 0.336
161 H 0.434 1.606 0.887
162 H 0.669 -0.835 0.948
163 H 2.059 0.037 0.447
164 H 2.182 -1.163 -1.222
165 H 0.916 -0.194 -2.073
166 H 0.969 -3.063 -2.937
167 H 0.424 -4.037 -1.469
168 H 2.011 -3.211 -1.601
169 C 2.029 4.654 -4.649
170 O 2.783 4.216 -3.529
171 C 2.196 3.116 -2.872
172 C 3.090 2.522 -1.688
173 N 4.500 2.672 -1.934
174 C 4.919 1.645 -2.883
175 C 5.515 0.341 -2.121
176 O 6.111 -0.478 -3.212
177 C 7.083 -1.353 -2.624
178 H 1.333 5.427 -4.325
179 H 1.590 3.962 -5.367
180 H 2.727 5.082 -5.368
181 H 1.987 2.397 -3.664
182 H 1.302 3.610 -2.491
183 H 3.122 1.452 -1.484
184 H 2.677 3.027 -0.815
185 H 4.537 3.453 -2.573
186 H 5.600 2.170 -3.554
187 H 4.069 1.331 -3.490
188 H 4.839 -0.163 -1.430
189 H 6.388 0.638 -1.539
190 H 7.906 -0.976 -2.017
191 H 7.549 -1.892 -3.449
192 H 6.542 -2.049 -1.983
193 C 3.466 -1.076 -5.368
194 O 2.455 -1.746 -6.149
195 C 1.251 -1.150 -6.021
196 C 1.082 0.206 -6.659
197 N -0.267 0.719 -6.595
198 C -0.925 0.685 -5.293
199 C -1.970 1.820 -5.076
200 O -1.390 3.093 -5.008
201 C -1.819 3.991 -4.049
202 H 3.262 -1.108 -4.297
203 H 3.451 0.005 -5.506
204 H 4.488 -1.430 -5.498
205 H 0.961 -1.090 -4.972
206 H 0.577 -1.854 -6.509
207 H 1.279 0.098 -7.725
208 H 1.823 0.921 -6.303
209 H -0.154 1.689 -6.852
210 H -0.174 0.623 -4.506
211 H -1.528 -0.215 -5.176
212 H -2.240 1.624 -4.038
213 H -2.814 1.946 -5.753
214 H -1.341 3.651 -3.130
215 H -2.899 4.083 -3.930
216 H -1.435 4.960 -4.368
217 C -1.998 1.998 6.949
218 O -3.423 1.998 6.898
219 C -3.893 0.819 6.235
220 C -4.063 -0.375 7.202
221 N -5.069 -1.430 6.861
222 C -4.947 -1.863 5.454
223 C -5.783 -3.133 5.188
224 O -7.192 -2.833 5.011
225 C -7.910 -3.979 4.673
226 H -1.496 2.761 7.544
227 H -1.688 2.181 5.920
228 H -1.679 1.033 7.345
229 H -3.279 0.494 5.395
230 H -4.870 1.051 5.810
231 H -4.440 0.075 8.120
232 H -3.100 -0.834 7.426
233 H -6.007 -1.094 7.032
234 H -3.881 -1.983 5.259
235 H -5.076 -1.030 4.763
236 H -5.536 -3.836 5.983
237 H -5.371 -3.407 4.217
238 H -7.656 -4.718 5.433
239 H -7.714 -4.284 3.645
240 H -8.966 -3.890 4.925
241 C -3.915 5.165 0.051
242 O -3.993 5.784 -1.259
243 C -3.473 7.122 -1.402
244 C -4.525 8.260 -1.887
245 N -5.376 8.848 -0.861
246 C -6.132 7.781 -0.097
247 C -7.501 8.210 0.475
248 O -7.186 9.098 1.548
249 C -8.160 9.308 2.442
250 H -2.872 4.999 0.322
251 H -4.392 4.186 0.108
252 H -4.394 5.717 0.859
253 H -2.734 6.869 -2.162
254 H -2.919 7.425 -0.513
255 H -5.147 7.783 -2.645
256 H -4.077 9.034 -2.510
257 H -4.727 9.305 -0.236
258 H -5.489 7.568 0.757
259 H -6.246 6.936 -0.775
260 H -7.903 7.248 0.792
261 H -8.182 8.471 -0.335
262 H -7.798 10.117 3.076
263 H -8.260 8.454 3.111
264 H -9.093 9.527 1.922

Results of the Mulliken charge analysis, in e, for atoms 1 through 5:
1 O -0.69
2 C 0.34
3 C -0.73
4 C -0.38
5 C 0.17

***

(2)
The following is a DFT calculation (ωB97M-V/def2-TZVPD) of a structure of composition C9H10BF6N6O4ReSSb.

For the lowest unoccupied orbital energy (spin up / spin down), the calculation gives -0.1688 / -0.1753 Ha. The spin multiplicity is 3. The value obtained for the energy above the lowest of the compared OMol25 structures with the same formula, charge and spin is 228.29 kJ/mol. Its charge is +1.

Element x y z (Å)
1 Re 0.570 -0.658 0.146
2 C -0.993 2.038 2.143
3 C 0.200 2.646 1.442
4 N 0.381 2.181 0.278
5 N -0.577 1.196 -0.036
6 C -1.669 1.290 0.978
7 B -0.969 1.124 -1.595
8 N -1.664 -0.253 -1.653
9 C -2.804 -0.738 -2.150
10 C -2.906 -2.079 -1.807
11 C -1.764 -2.348 -1.065
12 N -1.015 -1.240 -0.985
13 N 0.413 0.974 -2.245
14 C 1.051 1.530 -3.276
15 C 2.341 1.019 -3.327
16 C 2.426 0.140 -2.258
17 N 1.253 0.117 -1.611
18 H -1.635 2.736 2.671
19 H 0.881 3.357 1.887
20 H -2.548 1.783 0.569
21 H -1.626 2.031 -1.985
22 H -3.484 -0.131 -2.724
23 H -3.707 -2.753 -2.056
24 H -1.431 -3.274 -0.624
25 H 0.574 2.254 -3.915
26 H 3.107 1.260 -4.043
27 H 3.250 -0.474 -1.931
28 O -0.106 -1.252 2.104
29 S -1.139 -0.427 2.712
30 O -1.894 -0.982 3.747
31 O -2.064 0.030 1.477
32 O -0.581 0.995 3.062
33 F 2.019 -0.023 1.492
34 Sb 2.594 -1.809 2.493
35 F 1.646 -2.359 0.653
36 F 4.046 -1.616 1.293
37 F 2.899 -3.655 2.553
38 F 3.477 -0.575 3.605
39 F 1.446 -2.054 3.981

Results of the natural (NBO) charge analysis, in e, for atoms 1 through 5:
1 Re 1.45
2 C 0.00
3 C 0.06
4 N -0.17
5 N -0.48

***

(3)
The following is a DFT calculation (ωB97M-V/def2-TZVPD) of a structure of composition C9H10BeO5.

For the lowest unoccupied orbital energy, the calculation gives -0.4129 Ha. Its charge is +2.

Element x y z (Å)
1 Be 0.694 -0.614 0.305
2 C 0.114 1.236 0.772
3 O 0.869 1.624 1.700
4 C 2.072 -1.142 1.352
5 O 2.937 -1.391 2.067
6 C 1.042 0.956 -0.590
7 O 1.502 1.782 -1.278
8 C -0.750 -0.094 1.285
9 O -1.654 -0.049 2.055
10 C -1.156 -1.915 -2.130
11 H -2.154 -1.878 -1.684
12 H -0.965 -1.200 -2.935
13 C -0.177 -2.610 -1.579
14 H 0.885 -2.463 -1.882
15 H -0.313 -3.138 -0.607
16 C -1.826 3.440 2.037
17 C -1.032 3.309 0.819
18 C -0.177 4.378 0.310
19 O -0.947 2.093 0.242
20 H -2.012 4.497 2.205
21 H -1.257 3.052 2.895
22 H -2.770 2.894 1.958
23 H 0.847 4.247 0.692
24 H -0.153 4.375 -0.784
25 H -0.565 5.323 0.680

Results of the natural (NBO) charge analysis, in e, for atoms 1 through 5:
1 Be 1.37
2 C 0.26
3 O -0.45
4 C 0.38
5 O -0.23

***

(4)
The following is a DFT calculation (ωB97M-V/def2-TZVPD) of a structure of composition C9H10BiI2O6SSc.

For the lowest unoccupied orbital energy (spin up / spin down), the calculation gives -0.6709 / -0.6716 Ha. The value obtained for the energy above the lowest of the compared OMol25 structures with the same formula, charge and spin is 0.00 kJ/mol. Its charge is +4.

Element x y z (Å)
1 I 3.774 -1.767 0.675
2 I 3.606 2.082 0.901
3 Sc 1.039 1.534 1.442
4 Bi 0.338 -2.113 1.174
5 S 0.492 0.039 -0.478
6 C -1.501 -2.919 -0.151
7 C -0.952 -2.978 3.435
8 C -0.163 0.046 -2.149
9 C 0.288 1.307 -2.848
10 C -1.654 0.032 -1.865
11 C 0.307 -1.246 -2.793
12 C -0.581 2.834 3.069
13 C -0.873 2.772 0.275
14 O -1.320 -3.848 4.048
15 O -2.025 -3.804 -0.675
16 O -1.236 3.471 3.767
17 O -1.748 3.292 -0.287
18 H -0.144 1.276 -3.856
19 H 1.379 1.364 -2.922
20 H -0.053 2.221 -2.347
21 H -2.194 0.023 -2.810
22 H -1.948 0.909 -1.289
23 H -1.923 -0.854 -1.280
24 H -0.102 -1.291 -3.807
25 H -0.032 -2.125 -2.232
26 H 1.397 -1.291 -2.830
27 O 1.386 1.390 4.578
28 C 1.453 0.292 4.049
29 O 1.175 0.040 2.776
30 H 1.816 -0.686 4.431

Results of the natural (NBO) charge analysis, in e, for atoms 1 through 5:
1 I 0.57
2 I 0.25
3 Sc 1.32
4 Bi 1.58
5 S -0.26

***

| no. | electronic energy (eV) |
| --- | --- |
| 1 | -159306.896 |
| 2 | -63106.082 |
| 3 | -20109.186 |
| 4 | -75307.588 |